Record 1
This record from the OMol25 dataset describes 2 unconnected molecules or ions with the total composition C5H10O2. The level of theory is ωB97M-V/def2-TZVPD.

CARTESIAN COORDINATES (ANGSTROEM)
C 1.182 -0.795 0.209
C -0.521 -0.894 0.526
C -0.592 0.123 -0.574
C 0.744 -0.253 -1.158
C -1.628 0.989 -1.108
O -0.711 1.475 -0.125
H 1.963 -0.140 0.634
H 1.586 -1.799 0.287
H -0.757 -1.914 0.209
H -1.257 -0.682 1.340
H 1.277 0.615 -1.552
H 0.679 -1.054 -1.891
H -2.665 0.908 -0.787
H -1.471 1.398 -2.106
O 0.995 0.697 2.340
H 0.439 -0.041 2.065
H 0.737 1.368 1.693

Summary:
molecular weight = 102.133 g/mol
E = -346.87166 hartree
LUMO level = 0.9 eV
orbital gap = 11.11 eV
net charge = 0
SMILES = C1CC2(C1)CO2.O
multiplicity = 1

Record 2
This record from the OMol25 dataset describes C5H10O2 in the gas phase. The level of theory is ωB97M-V/def2-TZVPD.

CARTESIAN COORDINATES (ANGSTROEM)
O 2.307 0.175 1.028
C 1.605 -0.598 0.073
C 0.128 -0.308 0.256
C -0.289 1.161 0.034
C -1.780 0.928 -0.131
O -1.900 -0.164 -1.003
C -0.780 -1.035 -0.753
H 3.251 0.005 0.923
H 1.905 -0.337 -0.956
H 1.802 -1.675 0.212
H -0.155 -0.592 1.277
H -0.116 1.801 0.894
H 0.269 1.563 -0.828
H -2.630 1.554 0.040
H -2.206 0.733 1.020
H -0.257 -1.214 -1.706
H -1.155 -1.997 -0.382

Summary:
molecular weight = 102.133 g/mol
E = -346.91526 hartree
LUMO level = 0.9 eV
orbital gap = 10.03 eV
net charge = 0
SMILES = OC[C@H]1CCOC1
multiplicity = 1

Record 3
This record from the OMol25 dataset describes C5H10O2 in the gas phase. The level of theory is ωB97M-V/def2-TZVPD.

CARTESIAN COORDINATES (ANGSTROEM)
C -1.200 -1.018 0.684
C -0.629 0.068 -0.196
C 0.767 -0.155 -0.751
C 1.826 -0.185 0.350
O 1.924 1.041 1.036
C -1.523 1.015 -0.868
O -0.836 1.394 0.320
H -1.245 -1.974 0.150
H -0.577 -1.153 1.574
H -2.207 -0.750 1.015
H 1.010 0.654 -1.450
H 0.787 -1.098 -1.312
H 2.809 -0.388 -0.090
H 1.611 -1.014 1.047
H 1.051 1.460 1.030
H -2.602 0.910 -0.755
H -1.195 1.516 -1.778

Summary:
molecular weight = 102.133 g/mol
E = -346.94934 hartree
LUMO level = 0.9 eV
orbital gap = 10.98 eV
net charge = 0
SMILES = C[C@@]1(CCO)CO1
multiplicity = 1

Record 4
This record from the OMol25 dataset describes C5H10O2 in the gas phase. The level of theory is ωB97M-V/def2-TZVPD.

CARTESIAN COORDINATES (ANGSTROEM)
O -1.995 0.694 0.836
C -1.884 0.347 -0.534
C -0.405 0.371 -0.894
C 0.382 -0.609 -0.060
C 2.226 -0.276 -0.141
O 2.719 -0.704 0.976
C 0.639 -0.320 1.285
H -2.894 0.506 1.129
H -2.434 1.061 -1.165
H -2.294 -0.658 -0.715
H -0.033 1.391 -0.729
H -0.292 0.155 -1.964
H 0.239 -1.663 -0.297
H 2.088 0.813 -0.304
H 2.571 -0.740 -1.094
H 0.760 -1.081 2.042
H 0.609 0.711 1.629

Summary:
molecular weight = 102.133 g/mol
E = -346.83228 hartree
LUMO level (spin up / spin down) = 0.1 / 0.1 eV
orbital gap (spin up / spin down) = 8.05 / 8.05 eV
net charge = 0
multiplicity = 1

What did the second record say?
This record from the OMol25 dataset describes C5H10O2 in the gas phase. The level of theory is ωB97M-V/def2-TZVPD.

CARTESIAN COORDINATES (ANGSTROEM)
O 2.307 0.175 1.028
C 1.605 -0.598 0.073
C 0.128 -0.308 0.256
C -0.289 1.161 0.034
C -1.780 0.928 -0.131
O -1.900 -0.164 -1.003
C -0.780 -1.035 -0.753
H 3.251 0.005 0.923
H 1.905 -0.337 -0.956
H 1.802 -1.675 0.212
H -0.155 -0.592 1.277
H -0.116 1.801 0.894
H 0.269 1.563 -0.828
H -2.630 1.554 0.040
H -2.206 0.733 1.020
H -0.257 -1.214 -1.706
H -1.155 -1.997 -0.382

Summary:
molecular weight = 102.133 g/mol
E = -346.91526 hartree
LUMO level = 0.9 eV
orbital gap = 10.03 eV
net charge = 0
SMILES = OC[C@H]1CCOC1
multiplicity = 1

Copy entry 2 word for word.
This record from the OMol25 dataset describes C5H10O2 in the gas phase. The level of theory is ωB97M-V/def2-TZVPD.

CARTESIAN COORDINATES (ANGSTROEM)
O 2.307 0.175 1.028
C 1.605 -0.598 0.073
C 0.128 -0.308 0.256
C -0.289 1.161 0.034
C -1.780 0.928 -0.131
O -1.900 -0.164 -1.003
C -0.780 -1.035 -0.753
H 3.251 0.005 0.923
H 1.905 -0.337 -0.956
H 1.802 -1.675 0.212
H -0.155 -0.592 1.277
H -0.116 1.801 0.894
H 0.269 1.563 -0.828
H -2.630 1.554 0.040
H -2.206 0.733 1.020
H -0.257 -1.214 -1.706
H -1.155 -1.997 -0.382

Summary:
molecular weight = 102.133 g/mol
E = -346.91526 hartree
LUMO level = 0.9 eV
orbital gap = 10.03 eV
net charge = 0
SMILES = OC[C@H]1CCOC1
multiplicity = 1